This record from the OMol25 dataset describes a molecular structure, C16H41BNO13P3 in a non-equilibrium geometry. The level of theory is ωB97M-V with the def2-TZVPD basis set.

Results
frontier orbital gap: 7.91 eV
E: -73903.7231 eV
maximum force: 9.858 eV/Å

Positions of all 75 atoms, in Å:
1 C -2.00 -0.90 -0.07
2 C -0.94 -0.47 -1.21
3 B -0.69 -1.58 -2.36
4 O 0.60 -2.28 -2.30
5 N -1.61 -1.93 -3.51
6 P -1.17 -1.07 -5.04
7 P 1.00 -0.91 -5.22
8 O 1.67 0.00 -4.15
9 O 1.72 -2.44 -5.34
10 O 1.30 -0.12 -6.73
11 C -1.65 -3.42 -3.85
12 O -2.02 -3.71 -5.04
13 O -1.37 -4.43 -2.96
14 P -3.35 -1.48 -3.20
15 C -4.13 -1.09 -4.89
16 O -4.14 -2.89 -2.59
17 H -2.89 -0.16 -0.04
18 H -2.47 -1.94 -0.22
19 H -1.55 -0.86 1.00
20 H 0.07 -0.29 -0.66
21 H -1.21 0.55 -1.68
22 H 1.31 -1.59 -2.23
23 H -1.65 0.30 -4.95
24 H 2.07 -2.73 -4.46
25 H 0.49 0.44 -6.90
26 H -3.87 -1.87 -5.71
27 H -3.89 -0.01 -5.23
28 H -5.28 -1.14 -4.78
29 H -4.84 -2.62 -1.96
30 C -5.09 5.05 1.74
31 O -4.03 4.30 2.32
32 C -3.97 2.97 1.81
33 C -2.56 2.40 1.99
34 O -1.64 2.86 1.00
35 C -1.20 4.22 1.14
36 C -0.24 4.42 2.30
37 O -0.96 4.52 3.53
38 C -0.14 4.26 4.65
39 H -6.05 4.58 1.96
40 H -5.07 6.05 2.16
41 H -4.95 5.12 0.65
42 H -4.24 2.95 0.75
43 H -4.68 2.37 2.38
44 H -2.62 1.32 1.85
45 H -2.18 2.57 3.00
46 H -2.05 4.90 1.18
47 H -0.67 4.44 0.21
48 H 0.31 5.36 2.16
49 H 0.47 3.59 2.34
50 H 0.26 3.24 4.60
51 H -0.75 4.34 5.55
52 H 0.68 4.98 4.71
53 C 5.88 -0.40 3.57
54 O 4.96 -1.41 3.19
55 C 3.62 -1.07 3.53
56 C 2.64 -1.84 2.65
57 O 2.49 -1.27 1.35
58 C 3.58 -1.47 0.45
59 C 3.69 -2.90 -0.06
60 O 4.32 -3.73 0.92
61 C 4.05 -5.10 0.71
62 H 5.86 -0.25 4.65
63 H 6.88 -0.71 3.27
64 H 5.64 0.54 3.06
65 H 3.45 0.00 3.42
66 H 3.47 -1.35 4.58
67 H 1.65 -1.77 3.12
68 H 2.88 -2.90 2.59
69 H 4.52 -1.12 0.89
70 H 3.37 -0.82 -0.40
71 H 4.30 -2.93 -0.96
72 H 2.69 -3.29 -0.28
73 H 2.97 -5.29 0.79
74 H 4.55 -5.67 1.50
75 H 4.42 -5.43 -0.26

These are the Löwdin partial charges, in e, on atoms 1 to 4: atom 1 (C): -0.14, atom 2 (C): -0.15, atom 3 (B): -0.56, atom 4 (O): 0.05